This record from OMol25 describes an isolated molecule of C5H10O. The level of theory is the ωB97M-V functional and the def2-TZVPD basis.

E_tot: -7393.7695 eV
E_LUMO: 1.007 eV
Frontier orbital gap: 11.149 eV
SMILES: C[C@@H](O)C1CC1

Structure (XYZ):
```
16
Properties=species:S:1:pos:R:3:forces:R:3
C -1.98078 -0.11075 0.31352 -0.1 -0.1 0.1
C -0.71975 0.28649 -0.43314 0.0 -0.3 0.2
O -0.92680 1.62924 -0.84976 0.0 0.2 -0.2
C 0.50568 0.15825 0.44659 -0.1 0.1 0.1
C 1.31476 -1.10859 0.44302 0.0 -0.2 0.0
C 1.87324 0.14886 -0.16492 0.2 0.1 -0.1
H -2.01025 0.40401 1.27978 0.0 -0.1 -0.1
H -2.01043 -1.18997 0.48632 0.0 0.1 0.0
H -2.86244 0.19023 -0.25956 0.1 -0.1 0.1
H -0.59036 -0.36937 -1.31224 0.0 0.1 0.1
H -0.35998 1.80940 -1.60368 0.1 0.1 0.1
H 0.40377 0.66410 1.40607 0.0 0.0 -0.2
H 1.72844 -1.46057 1.38459 -0.1 0.1 -0.2
H 1.01567 -1.90675 -0.23428 0.0 0.2 0.1
H 1.93855 0.19158 -1.24948 0.0 0.0 0.1
H 2.68068 0.66384 0.34717 -0.2 -0.1 -0.1
```
Positions in Å, forces in eV/Å.